Formula: C3H22O8
Source: the Open Molecules 2025 dataset
Level of theory: ωB97M-V/def2-TZVPD

Properties
- Relative energy (zero: lowest compared OMol25 entry of this formula, charge and spin): 2.420 eV
- 2S+1: 1
- LUMO energy: -0.051 eV
- HOMO: -10.0 eV

XYZ file:
```
33
Properties=species:S:1:pos:R:3:forces:R:3:nbo_charge:R:1
O 13.404 7.847 6.598 -0.187 -0.032 -0.253 -0.9378
O 8.160 7.383 8.094 0.139 0.468 0.138 -0.7331
O 10.935 14.217 7.463 -0.345 1.180 -0.044 -0.7303
O 9.708 9.700 7.492 0.069 -0.142 -0.208 -0.9609
O 14.118 10.238 8.589 -0.801 -0.503 -0.564 -0.7548
O 8.810 11.159 10.336 -0.200 0.317 -0.196 -0.9539
O 11.578 9.384 9.403 -0.244 0.112 0.062 -0.9986
O 11.428 7.810 11.505 0.017 -0.529 0.854 -0.9730
C 14.521 11.583 8.419 1.045 -0.100 0.769 -0.2442
C 10.823 13.034 8.216 0.366 -0.614 -1.085 -0.2431
C 8.407 6.428 7.104 -0.671 -1.049 0.134 -0.2508
H 8.822 8.063 7.955 -0.180 0.470 0.255 0.4816
H 15.248 11.737 7.621 -0.252 -0.174 -0.410 0.1690
H 9.603 10.722 10.027 0.415 -0.224 -0.011 0.4775
H 9.775 12.738 8.266 0.008 0.233 0.385 0.1880
H 7.739 6.509 6.246 0.099 0.489 -0.347 0.1548
H 11.288 13.102 9.200 -0.145 0.019 0.072 0.1743
H 8.107 5.474 7.537 0.472 -0.311 -0.028 0.1742
H 13.243 7.507 7.478 -0.149 -0.096 0.305 0.4742
H 11.321 8.407 10.764 0.114 0.387 -0.499 0.4898
H 10.258 9.560 6.721 0.245 -0.123 -0.439 0.4898
H 11.037 9.493 8.622 -0.454 0.072 -0.102 0.4876
H 11.011 6.997 11.220 -0.096 -0.195 0.035 0.4564
H 14.844 9.614 8.654 0.217 0.362 0.073 0.4804
H 9.450 6.414 6.790 0.013 -0.169 -0.090 0.1594
H 11.315 12.275 7.607 0.123 -0.636 0.462 0.1464
H 11.683 14.196 6.862 -0.020 -0.179 0.222 0.4653
H 9.026 10.301 7.195 -0.370 0.289 0.150 0.5052
H 15.061 11.837 9.331 -0.241 0.716 0.113 0.1746
H 12.426 9.758 9.162 0.785 0.166 0.042 0.5025
H 13.637 12.201 8.267 0.145 -0.153 0.114 0.1898
H 8.464 10.578 11.014 -0.090 -0.157 0.180 0.4751
H 14.320 8.128 6.613 0.177 0.104 -0.089 0.4646
```
Positions in Å, forces in eV/Å.